# 1
Computed, not measured: a structure of composition C32H24As2CsF5S, with wB97M-V/def2-TZVPD.

As for the frontier orbital gap: 6.28 eV. As for the lowest unoccupied orbital energy: -0.836 eV.

Last column: Löwdin charge in e.
Element x y z (Å)
Cs1 -4.292846 1.310899 3.474990  0.853
F1 -3.702688 -1.405137 -3.407237  0.076
C1 -3.732436 -0.346643 -2.542623  -0.129
C2 -4.163910 -0.655109 -1.251668  -0.138
F2 -4.379139 -1.958597 -0.951352  0.094
C3 -4.286918 0.398016 -0.334287  -0.260
F3 -5.072866 0.189862 0.762594  -0.076
C4 -3.737151 1.699417 -0.561677  -0.690
S1 -3.729466 2.772738 0.711463  0.394
C5 -3.295641 1.896978 -1.882621  -0.218
F4 -2.691682 3.057877 -2.256774  0.060
C6 -3.411910 0.943420 -2.882468  -0.162
F5 -3.161099 1.221282 -4.159000  0.124
C7 0.357662 0.418894 0.117962  -0.405
C8 -0.029281 1.021805 1.534315  -0.458
As1 1.177110 2.237651 2.465389  1.288
C9 2.578785 0.849483 2.748216  -0.405
C10 3.254431 0.167391 1.767366  -0.170
C11 4.087809 -0.911639 2.025243  -0.104
C12 4.316178 -1.262866 3.333802  -0.089
C13 3.650418 -0.575891 4.395882  -0.085
C14 2.845170 0.492875 4.072432  -0.155
C15 2.054417 3.026446 0.963046  -0.452
C16 3.431015 3.333418 0.989229  -0.112
C17 3.995445 3.984583 -0.123861  -0.076
C18 3.219879 4.348897 -1.257127  -0.070
C19 1.839246 4.215404 -1.138075  -0.092
C20 1.246431 3.619623 -0.041353  -0.110
As2 0.722633 -1.529492 0.116448  1.302
C21 -0.870742 -2.556789 0.686973  -0.406
C22 -2.079579 -1.933291 1.068692  -0.105
C23 -3.112763 -2.675914 1.646136  -0.094
C24 -2.956540 -4.042866 1.799818  -0.109
C25 -1.803892 -4.660152 1.401439  -0.081
C26 -0.759324 -3.940448 0.754569  -0.116
C27 0.428186 -1.623873 -1.817652  -0.417
C28 1.233085 -0.780103 -2.551107  -0.145
C29 1.021068 -0.656965 -3.956238  -0.082
C30 -0.136779 -1.147981 -4.544467  -0.097
C31 -0.861283 -2.104890 -3.847865  -0.101
C32 -0.609695 -2.332087 -2.487389  -0.086
H1 1.276503 0.883371 -0.296347  0.035
H2 -0.435372 0.533953 -0.628120  0.062
H3 -0.189748 0.237148 2.262376  0.033
H4 -0.954525 1.604175 1.477064  0.006
H5 3.125579 0.453698 0.705465  0.095
H6 4.599753 -1.443187 1.219104  0.110
H7 4.860041 -2.179474 3.585817  0.101
H8 3.762216 -0.863256 5.459278  0.107
H9 2.236201 0.935757 4.857417  0.082
H10 4.081927 3.038819 1.816903  0.104
H11 5.059071 4.195527 -0.152089  0.095
H12 3.644415 4.899434 -2.057279  0.087
H13 1.231053 4.537668 -1.927928  0.087
H14 0.167079 3.511869 -0.041954  0.104
H15 -2.135618 -0.858321 1.012189  0.078
H16 -3.999004 -2.155495 2.001705  0.094
H17 -3.765354 -4.614117 2.226070  0.102
H18 -1.728168 -5.756665 1.523732  0.111
H19 0.138932 -4.416122 0.416800  0.090
H20 2.078924 -0.211991 -2.105122  0.104
H21 1.681518 -0.000727 -4.491573  0.091
H22 -0.366385 -0.756239 -5.558913  0.117
H23 -1.755984 -2.595439 -4.238409  0.100
H24 -1.194388 -3.086612 -1.907349  0.107

Forces on atoms 1 to 3 (eV/Å):
0.003 -0.111 0.022
-0.016 1.191 0.187
-0.563 -1.816 0.369

=====

# 2
Computed, not measured: a structure of composition C7H10, with wB97M-V/def2-TZVPD.

As for the frontier orbital gap: 8.70 eV. As for the lowest unoccupied orbital energy: 1.079 eV. As for the energy above the lowest of the compared OMol25 structures with the same formula, charge and spin: 4.811 eV.

Last column: Löwdin charge in e.
Element x y z (Å)
C1 0.201913 -1.659102 1.023463  0.016
C2 0.334501 -1.123472 -0.904279  0.002
C3 -0.847536 -1.243888 0.162372  -0.290
C4 -0.996176 0.274815 -0.022578  -0.219
C5 -0.060139 1.258570 0.738251  -0.123
C6 0.783863 1.478502 -0.545861  -0.128
C7 -0.004033 0.331497 -1.193203  -0.281
H1 0.244392 -2.731080 1.259550  0.090
H2 0.778136 -1.030518 1.680399  0.058
H3 1.329721 -1.536734 -1.017986  0.083
H4 -1.701403 -1.898770 -0.003514  0.128
H5 -2.023699 0.599528 -0.162366  0.135
H6 0.502216 0.828969 1.569306  0.085
H7 -0.578207 2.146046 1.104170  0.101
H8 0.585495 2.449367 -1.014141  0.101
H9 1.867680 1.341697 -0.474526  0.103
H10 -0.416725 0.514574 -2.199057  0.140

Forces on atoms 1 to 3 (eV/Å):
0.423 0.223 -0.394
0.067 0.062 1.219
0.015 -0.112 -0.590

=====

# 3
Computed, not measured: a structure of composition C15H22FMgN6O4, with wB97M-V/def2-TZVPD.

Its charge is +1. As for the frontier orbital gap: 4.78 eV. As for the lowest unoccupied orbital energy: -7.973 eV. As for the energy above the lowest of the compared OMol25 structures with the same formula, charge and spin: 9.073 eV.

Last column: Löwdin charge in e.
Element x y z (Å)
Mg1 2.653068 1.671341 -0.225898  1.311
O1 0.705488 -0.756979 -0.176668  -0.335
H1 -0.009132 -1.291919 -0.573758  -0.049
C1 -4.276802 0.725861 2.600122  -0.057
C2 -3.497432 -0.273709 3.369742  -0.312
O2 -3.892802 -1.490299 2.811852  0.163
C3 -4.419172 -1.340969 1.634902  -0.534
O3 -4.812612 -2.245339 0.886902  0.130
O4 -4.580622 -0.006679 1.413582  0.072
F1 -3.778202 -0.380839 4.705952  0.076
H2 -3.620662 1.565951 2.372442  0.140
H3 -5.142132 1.055161 3.175322  0.150
H4 -2.417182 -0.183949 3.255352  0.172
C4 2.650608 -3.323619 4.834162  -0.070
C5 2.233158 -2.542999 6.029112  -0.275
N1 1.838658 -1.984109 6.951482  0.115
H5 2.105308 -2.911269 3.985222  0.070
H6 2.471058 -4.398719 4.830232  0.086
H7 3.692078 -3.091559 4.611462  0.075
C6 5.372238 0.911551 -6.817548  -0.058
C7 4.759078 0.816021 -5.462828  -0.254
N2 4.299248 0.753441 -4.366758  0.079
H8 5.390518 -0.119219 -7.171508  0.087
H9 6.397808 1.263051 -6.704608  0.082
H10 4.885478 1.685131 -7.411468  0.086
C8 1.216938 -5.048219 -1.830618  -0.069
C9 2.151868 -5.440409 -0.746928  -0.279
N3 2.955758 -5.730569 0.015142  0.117
H11 1.357858 -4.023959 -2.175798  0.073
H12 0.196558 -5.009039 -1.449318  0.075
H13 1.356498 -5.778319 -2.627838  0.083
C10 -2.721362 -0.428709 -4.687938  -0.077
C11 -1.613102 -0.346609 -5.625598  -0.287
N4 -0.743562 -0.247439 -6.387128  0.121
H14 -3.505852 -0.950199 -5.236328  0.085
H15 -3.139082 0.542701 -4.423418  0.079
H16 -2.470602 -0.985599 -3.785118  0.080
C12 -3.029222 5.068711 -2.632608  -0.070
C13 -1.777302 4.468591 -2.315478  -0.297
N5 -0.755852 4.040971 -1.997088  0.111
H17 -3.714722 4.949761 -1.793538  0.092
H18 -3.495202 4.650821 -3.524978  0.091
H19 -2.885212 6.134621 -2.809178  0.094
C14 1.946188 3.385121 6.399682  -0.062
C15 1.974828 3.259741 4.954682  -0.276
N6 1.924708 3.061231 3.807362  0.092
H20 1.190668 2.738561 6.846052  0.094
H21 1.656528 4.412601 6.619892  0.088
H22 2.915618 3.170281 6.849292  0.091

Forces on atoms 1 to 3 (eV/Å):
-1.568 -1.380 -0.320
1.060 0.633 0.816
0.311 0.847 -0.539